No. 1
DFT (ωB97M-V with the def2-TZVPD basis set) results for a 2-piece molecular cluster, C5H11N3Si overall at a distorted geometry.

Calculated values
Total energy, Ha: -650.7522
ΔE to the lowest compared entry with this formula, charge and spin, eV: 4.477

CARTESIAN COORDINATES (ANGSTROEM)
C 1.081 2.867 0.694
C 0.868 1.488 0.846
C -1.173 -2.265 0.654
C 0.901 -1.445 -1.605
C -2.007 -0.117 -1.591
N 1.699 3.316 1.780
N 1.348 1.127 2.024
N 1.830 2.246 2.546
Si -0.624 -0.954 -0.595
H 0.832 3.525 -0.111
H -0.539 -2.241 1.536
H -2.196 -2.102 0.980
H -1.117 -3.267 0.234
H 0.701 -2.308 -2.238
H 1.232 -0.632 -2.242
H 1.725 -1.700 -0.944
H -1.710 0.882 -1.899
H -2.238 -0.684 -2.492
H -2.922 -0.023 -1.012
H 2.307 2.288 3.437

natural (NBO) population analysis, charges in e, atoms 1 to 6: number 1, C, carries -0.191; number 2, C, carries -0.115; number 3, C, carries -1.164; number 4, C, carries -1.153; number 5, C, carries -1.157; number 6, N, carries -0.257

No. 2
DFT (ωB97M-V with the def2-TZVPD basis set) results for a 2-piece molecular cluster, C5H11N4 overall at a distorted geometry.

Calculated values
Net charge: +1
Total energy, Ha: -415.7387
ΔE to the lowest compared entry with this formula, charge and spin, eV: 5.022

CARTESIAN COORDINATES (ANGSTROEM)
C 1.881 1.099 -1.872
C 2.687 0.682 -0.845
C 0.604 1.149 -1.416
C -1.010 -1.751 -0.485
C -0.542 0.398 0.724
N 1.889 0.402 0.192
N 0.591 0.706 -0.128
N -1.571 1.259 0.747
N -0.097 0.016 2.056
H 2.398 1.340 -2.806
H 3.695 0.383 -0.731
H -0.174 1.595 -1.959
H -0.700 -2.385 0.360
H -2.159 -1.596 -0.665
H -0.314 -1.445 -1.149
H -1.692 1.932 0.000
H -2.004 1.390 1.684
H 1.861 0.031 1.174
H 0.334 -0.859 2.241
H -0.757 0.037 2.882

natural (NBO) population analysis, charges in e, atoms 1 to 6: number 1, C, carries -0.295; number 2, C, carries 0.043; number 3, C, carries 0.015; number 4, C, carries -0.570; number 5, C, carries 0.499; number 6, N, carries -0.291

No. 3
DFT (ωB97M-V with the def2-TZVPD basis set) results for an isolated ion of composition C5H11N4 and charge +1 at a distorted geometry.

Calculated values
SMILES: C[NH2+]C1=CC=N[C@@H](N)N1
Net charge: +1
Total energy, Ha: -415.8139
ΔE to the lowest compared entry with this formula, charge and spin, eV: 2.974

CARTESIAN COORDINATES (ANGSTROEM)
C 1.452 -0.858 1.511
N 1.699 0.177 0.504
C 0.644 0.306 -0.464
C 0.563 -0.334 -1.632
C -0.559 -0.015 -2.523
N -1.500 0.751 -2.203
C -1.699 1.134 -0.821
N -2.666 0.312 -0.037
N -0.414 1.218 -0.102
H 2.253 -1.112 2.307
H 0.492 -0.489 1.971
H 1.230 -1.821 1.003
H 2.540 0.033 -0.011
H 1.784 1.176 0.892
H 1.316 -0.893 -1.974
H -0.690 -0.355 -3.620
H -1.955 2.206 -0.802
H -3.629 0.303 -0.593
H -2.438 -0.606 0.163
H -0.520 1.333 0.890

natural (NBO) population analysis, charges in e, atoms 1 to 6: number 1, C, carries -0.446; number 2, N, carries -0.520; number 3, C, carries 0.327; number 4, C, carries -0.334; number 5, C, carries 0.093; number 6, N, carries -0.381

No. 4
DFT (ωB97M-V with the def2-TZVPD basis set) results for an isolated ion of composition C5H11NO and charge -1 at a distorted geometry.

Calculated values
2S+1: 2
Net charge: -1
Total energy, Ha: -326.9594
ΔE to the lowest compared entry with this formula, charge and spin, eV: 3.142

CARTESIAN COORDINATES (ANGSTROEM)
C -0.092 1.903 -0.375
O -0.718 2.850 -1.206
C 0.177 0.619 -1.106
C -0.713 -0.525 -0.655
C -0.366 -1.055 0.653
C 0.788 -1.729 0.819
N 0.943 -2.317 2.042
H -0.711 1.831 0.578
H 0.902 2.458 -0.083
H -1.127 2.259 -1.993
H 0.123 0.638 -2.223
H 1.216 0.303 -1.041
H -0.699 -1.224 -1.567
H -1.810 -0.118 -0.494
H -1.100 -0.904 1.323
H 1.622 -1.581 0.135
H 0.047 -2.842 2.328
H 1.901 -2.674 2.371

natural (NBO) population analysis, charges in e, atoms 1 to 6: number 1, C, carries -0.066; number 2, O, carries -0.735; number 3, C, carries -0.470; number 4, C, carries -0.399; number 5, C, carries -0.425; number 6, C, carries -0.313

No. 5
DFT (ωB97M-V with the def2-TZVPD basis set) results for one molecule with the formula C5H11NO at a distorted geometry.

Calculated values
Total energy, Ha: -326.9871
ΔE to the lowest compared entry with this formula, charge and spin, eV: 3.924

CARTESIAN COORDINATES (ANGSTROEM)
C -1.811 0.787 -0.096
C -1.209 -1.563 -0.139
N -0.884 -0.302 -0.334
H -1.848 1.059 0.964
H -1.489 1.662 -0.666
H -2.811 0.525 -0.444
H -0.710 -2.370 -0.662
H -2.139 -1.789 0.392
C 0.977 0.808 1.178
C 1.627 -0.074 -1.102
C 0.758 -0.291 0.139
O 0.851 -1.545 0.641
H 2.680 -0.146 -0.827
H 0.330 0.635 2.039
H 2.010 0.738 1.523
H 0.808 1.811 0.775
H 1.446 0.909 -1.547
H 1.414 -0.854 -1.835

natural (NBO) population analysis, charges in e, atoms 1 to 6: number 1, C, carries -0.427; number 2, C, carries 0.187; number 3, N, carries -0.412; number 4, H, carries 0.209; number 5, H, carries 0.220; number 6, H, carries 0.204

No. 6
DFT (ωB97M-V with the def2-TZVPD basis set) results for C5H11NO as an isolated structure.

Calculated values
Total energy, Ha: -326.9003
ΔE to the lowest compared entry with this formula, charge and spin, eV: 6.287

CARTESIAN COORDINATES (ANGSTROEM)
C -2.287 -0.402 -1.401
O -1.131 -0.969 -1.146
C -0.091 -0.299 -0.740
C -0.077 0.816 0.270
N 1.272 0.358 0.653
C 1.533 0.236 2.068
C 1.132 -0.907 -0.103
H -2.538 0.522 -0.889
H -3.038 -1.084 -1.772
H -1.143 0.764 -2.638
H -0.384 0.749 -2.427
H -0.132 1.858 -0.068
H -0.848 0.653 1.053
H 0.786 -0.391 2.592
H 1.533 1.229 2.529
H 2.523 -0.208 2.221
H 0.898 -1.778 0.535
H 1.991 -1.148 -0.739

natural (NBO) population analysis, charges in e, atoms 1 to 6: number 1, C, carries -0.190; number 2, O, carries -0.346; number 3, C, carries 0.259; number 4, C, carries -0.296; number 5, N, carries -0.406; number 6, C, carries -0.413

No. 7
DFT (ωB97M-V with the def2-TZVPD basis set) results for one molecule with the formula C5H11NO.

Calculated values
Total energy, Ha: -326.9979
ΔE to the lowest compared entry with this formula, charge and spin, eV: 3.630

CARTESIAN COORDINATES (ANGSTROEM)
C -2.090 0.404 -0.894
C -1.417 -0.093 0.376
N 0.029 0.237 0.439
C 0.638 0.057 1.912
C 0.854 -0.550 -0.483
O 0.408 -1.526 -1.027
C 2.248 -0.008 -0.662
H -3.159 0.172 -0.853
H -1.676 -0.082 -1.782
H -1.995 1.491 -1.003
H -1.483 -1.180 0.463
H -1.852 0.357 1.272
H -0.105 -0.615 2.372
H 1.520 -0.588 1.751
H 0.152 1.230 0.254
H 2.305 0.492 -1.635
H 2.948 -0.846 -0.677
H 2.514 0.691 0.134

natural (NBO) population analysis, charges in e, atoms 1 to 6: number 1, C, carries -0.634; number 2, C, carries -0.219; number 3, N, carries -0.465; number 4, C, carries -0.703; number 5, C, carries 0.733; number 6, O, carries -0.536

No. 8
DFT (ωB97M-V with the def2-TZVPD basis set) results for a 2-piece molecular cluster, C5H11NO overall.

Calculated values
SMILES: CC(C)=O.C=NC
Total energy, Ha: -327.0647
ΔE to the lowest compared entry with this formula, charge and spin, eV: 1.814

CARTESIAN COORDINATES (ANGSTROEM)
C -0.679 0.782 -1.673
C 0.258 -0.385 -1.582
C 1.721 -0.109 -1.283
O -0.147 -1.522 -1.704
H -1.708 0.417 -1.788
H -0.385 1.393 -2.537
H -0.595 1.401 -0.771
H 2.355 -0.679 -1.973
H 1.892 -0.461 -0.252
H 1.925 0.966 -1.349
C -1.390 -0.958 1.178
N -0.192 -0.580 1.303
C 0.117 0.349 2.377
H -1.638 -1.558 0.307
H -2.228 -0.652 1.826
H 0.497 -0.333 3.152
H 0.947 0.994 2.041
H -0.749 0.935 2.730

natural (NBO) population analysis, charges in e, atoms 1 to 6: number 1, C, carries -0.723; number 2, C, carries 0.618; number 3, C, carries -0.731; number 4, O, carries -0.567; number 5, H, carries 0.232; number 6, H, carries 0.230

No. 9
DFT (ωB97M-V with the def2-TZVPD basis set) results for one molecule with the formula C5H11NO.

Calculated values
Total energy, Ha: -326.9657
ΔE to the lowest compared entry with this formula, charge and spin, eV: 4.508

CARTESIAN COORDINATES (ANGSTROEM)
C 2.148 -0.148 -1.359
C 1.388 -1.013 -0.358
C 1.326 -0.274 0.925
N 0.129 -0.150 0.072
C -1.169 -0.660 0.542
C -2.309 0.254 0.114
O -2.247 1.527 0.727
H 1.813 -0.271 -2.395
H 3.199 -0.460 -1.325
H 2.154 0.947 -1.137
H 0.072 0.669 -0.515
H 1.839 0.678 1.106
H 1.101 -0.822 1.840
H -1.291 -1.677 0.161
H -1.153 -0.688 1.637
H -2.342 0.335 -0.985
H -3.257 -0.183 0.439
H -1.401 1.937 0.510

natural (NBO) population analysis, charges in e, atoms 1 to 6: number 1, C, carries -0.682; number 2, C, carries -0.189; number 3, C, carries -0.272; number 4, N, carries -0.446; number 5, C, carries -0.237; number 6, C, carries -0.078

No. 10
DFT (ωB97M-V with the def2-TZVPD basis set) results for a 2-piece molecular cluster, C5H11NO overall at a distorted geometry.

Calculated values
SMILES: C=C/C=C(/C)N.O
Total energy, Ha: -327.0387
ΔE to the lowest compared entry with this formula, charge and spin, eV: 2.522

CARTESIAN COORDINATES (ANGSTROEM)
C -1.833 -0.862 -2.077
C -0.574 -0.635 -1.557
C -0.297 -1.013 -0.106
C 0.609 -0.404 0.737
C 0.738 -0.672 2.207
N 1.432 0.608 0.119
H -2.130 -0.749 -3.181
H -2.615 -1.272 -1.369
H 0.294 -0.303 -2.008
H -0.937 -1.847 0.266
H 0.545 0.322 2.681
H -0.048 -1.315 2.564
H 1.819 -0.851 2.523
H 2.037 1.262 0.663
H 1.826 0.422 -0.804
O -0.433 2.824 -0.108
H -0.667 2.218 -0.824
H 0.232 2.269 0.274

natural (NBO) population analysis, charges in e, atoms 1 to 6: number 1, C, carries -0.393; number 2, C, carries -0.220; number 3, C, carries -0.315; number 4, C, carries 0.203; number 5, C, carries -0.655; number 6, N, carries -0.891

No. 11
DFT (ωB97M-V with the def2-TZVPD basis set) results for a 3-piece molecular cluster, C5H11NO overall at a distorted geometry.

Calculated values
Total energy, Ha: -326.8767
ΔE to the lowest compared entry with this formula, charge and spin, eV: 6.930

CARTESIAN COORDINATES (ANGSTROEM)
C -1.819 -0.022 -0.374
C 0.652 -0.845 1.671
C 2.775 0.064 -0.370
C 0.684 -0.293 0.323
N -2.421 0.876 -1.286
C 0.293 0.111 -0.779
O -2.153 0.314 0.933
H -3.053 0.681 0.914
H -2.044 -1.062 -0.615
H -2.030 1.811 -1.221
H -2.380 0.551 -2.244
H 0.366 0.478 -1.779
H 1.334 -0.282 2.313
H 0.965 -1.891 1.670
H -0.353 -0.782 2.091
H 3.011 0.998 0.134
H 2.928 0.106 -1.445
H 3.245 -0.812 0.066

natural (NBO) population analysis, charges in e, atoms 1 to 6: number 1, C, carries 0.237; number 2, C, carries -0.709; number 3, C, carries -0.706; number 4, C, carries 0.157; number 5, N, carries -0.876; number 6, C, carries -0.234

No. 12
DFT (ωB97M-V with the def2-TZVPD basis set) results for one molecule with the formula C5H11NO.

Calculated values
SMILES: CC[C@@H](C)NC=O
Total energy, Ha: -327.1161
ΔE to the lowest compared entry with this formula, charge and spin, eV: 0.414

CARTESIAN COORDINATES (ANGSTROEM)
C -1.519 -0.797 -0.963
C -1.082 0.505 -0.279
C 0.396 0.613 0.143
C 0.536 1.527 1.358
N 1.016 -0.677 0.420
C 1.527 -1.432 -0.587
O 1.653 -1.069 -1.741
H -1.405 -0.747 -2.048
H -0.906 -1.639 -0.640
H -2.563 -1.014 -0.706
H -1.271 1.354 -0.946
H -1.687 0.654 0.625
H 0.975 1.025 -0.688
H 0.077 2.507 1.182
H 0.024 1.104 2.235
H 1.594 1.672 1.584
H 0.826 -1.140 1.298
H 1.807 -2.446 -0.247

natural (NBO) population analysis, charges in e, atoms 1 to 6: number 1, C, carries -0.611; number 2, C, carries -0.408; number 3, C, carries -0.063; number 4, C, carries -0.607; number 5, N, carries -0.620; number 6, C, carries 0.527